#1
Formula: C21H42O21
Source: the OMol25 dataset
Level of theory: wB97M-V/def2-TZVPD

Positions of all 84 atoms, in Å:
C -4.8631 0.0068 -6.8047
O -3.6167 0.6933 -6.7701
C -2.6860 0.2073 -6.0035
O -2.7105 -0.8682 -5.3886
O -1.7008 1.0877 -6.0762
C -0.5642 1.1540 -5.2406
H -5.4670 0.1843 -5.9148
H -4.8271 -1.0693 -6.9747
H -5.4567 0.4047 -7.6277
H 0.3104 0.6638 -5.6681
H -0.6998 0.5576 -4.3383
H -0.2079 2.1836 -5.2067
C 5.1640 0.5952 -3.4197
O 5.2858 1.8596 -2.8015
C 4.6283 2.8794 -3.1936
O 4.0024 2.9741 -4.2176
O 4.7284 3.9186 -2.2460
C 4.2566 5.2175 -2.5347
H 5.2976 -0.1877 -2.6733
H 5.9929 0.4550 -4.1135
H 4.2241 0.3746 -3.9257
H 4.6939 5.9395 -1.8451
H 3.1722 5.3087 -2.4727
H 4.6956 5.5054 -3.4899
C -7.0906 0.7009 1.2344
O -6.3193 1.0179 0.0629
C -5.2154 1.7407 0.1186
O -4.8201 2.3774 1.0610
O -4.7159 1.8321 -1.0797
C -3.5425 2.5728 -1.3836
H -8.0935 0.3292 1.0246
H -7.0235 1.5871 1.8655
H -6.5754 -0.0832 1.7893
H -2.7848 1.8481 -1.6818
H -3.1940 3.1686 -0.5399
H -3.7463 3.1712 -2.2715
C 5.2775 6.9329 2.7929
O 4.0260 6.8961 2.0611
C 3.1729 5.9446 2.3506
O 3.4234 4.9171 2.9021
O 2.0221 6.3066 1.8555
C 0.8642 5.4428 1.7686
H 5.3173 6.9064 3.8818
H 5.7275 7.8584 2.4338
H 5.8805 6.0748 2.4958
H -0.1470 5.8246 1.9095
H 0.9440 4.7217 2.5821
H 0.8139 4.9304 0.8078
C -0.2011 -8.9504 3.1009
O -1.4049 -8.2235 2.8221
C -1.5675 -7.4960 1.6750
O -0.7338 -7.6065 0.7283
O -2.7241 -6.7906 1.7411
C -3.1399 -5.7896 0.7560
H 0.6750 -8.5842 2.5656
H -0.3204 -10.0170 2.9109
H -0.0193 -8.8991 4.1744
H -4.1417 -5.4275 0.9870
H -3.0878 -5.9493 -0.3210
H -2.4859 -4.9262 0.8781
C 1.2926 -3.8707 3.3972
O 1.0598 -3.4647 4.7346
C -0.1451 -2.8533 4.9850
O -1.0077 -2.5283 4.1949
O -0.1709 -2.6977 6.3551
C -1.3975 -2.4112 7.0008
H 1.6196 -4.9084 3.3324
H 2.1530 -3.4683 2.8623
H 0.4633 -3.6950 2.7121
H -2.1096 -2.5378 6.1853
H -1.3707 -1.3795 7.3514
H -1.5389 -2.9592 7.9323
C -0.1129 -1.5461 -1.2770
O 1.2730 -1.4824 -1.0299
C 1.8055 -0.4544 -0.2763
O 1.2922 0.6163 -0.0512
O 3.0819 -0.8252 0.1208
C 3.9514 0.0327 0.8797
H -0.4886 -2.0723 -0.3995
H -0.4756 -2.1899 -2.0783
H -0.5505 -0.5603 -1.4348
H 5.0158 -0.0836 0.6756
H 3.8623 -0.1713 1.9467
H 3.7963 1.1059 0.7685

Results
- SMILES string: COC(=O)OC.COC(=O)OC.COC(=O)OC.COC(=O)OC.COC(=O)OC.COC(=O)OC.COC(=O)OC
- Charge: 0
- Spin multiplicity: 1

#2
Formula: C21H42O21
Source: the OMol25 dataset
Level of theory: wB97M-V/def2-TZVPD

Positions of all 84 atoms, in Å:
C -1.2105 3.7825 3.3853
O -0.5669 5.0324 3.3544
C -0.8866 5.7807 2.2912
O -1.8417 5.6312 1.5853
O 0.0482 6.7267 2.1562
C -0.2394 7.7283 1.2023
H -0.8296 3.2296 4.2395
H -1.0994 3.1856 2.4771
H -2.3001 3.8379 3.4929
H 0.6762 8.2858 1.0141
H -0.9701 8.4540 1.5672
H -0.5979 7.3159 0.2609
C 2.2234 -4.3635 -1.1198
O 3.5231 -3.9261 -1.5275
C 4.2356 -3.2872 -0.6078
O 3.8734 -2.9915 0.5056
O 5.4213 -3.0109 -1.1285
C 6.3639 -2.3734 -0.2929
H 1.8057 -5.0693 -1.8253
H 1.5815 -3.5048 -0.9453
H 2.3263 -4.8736 -0.1577
H 6.8921 -3.0829 0.3455
H 5.8645 -1.6453 0.3520
H 7.0975 -1.8306 -0.8807
C -6.7044 5.1459 0.5474
O -5.7964 4.7026 -0.4359
C -5.0443 3.6452 -0.1478
O -5.1083 2.9725 0.8474
O -4.2043 3.4498 -1.1564
C -3.1859 2.4808 -0.9386
H -7.7367 4.8605 0.3392
H -6.6419 6.2295 0.5949
H -6.4590 4.7161 1.5196
H -2.6325 2.6898 -0.0242
H -2.5443 2.4972 -1.8135
H -3.5985 1.4708 -0.8722
C 6.0724 3.6049 1.6353
O 4.8740 2.9565 1.9876
C 4.5240 1.9407 1.1911
O 5.1428 1.5741 0.2222
O 3.3797 1.4372 1.6550
C 2.9074 0.2452 1.0373
H 6.0422 4.0006 0.6182
H 6.9449 2.9569 1.7221
H 6.2030 4.4516 2.3050
H 2.8915 -0.5330 1.7985
H 3.5587 -0.0748 0.2268
H 1.9027 0.3919 0.6511
C -0.5355 -0.7974 -5.9981
O -1.3865 0.0673 -5.2616
C -1.1858 0.2942 -3.9683
O -1.8670 1.0560 -3.3436
O -0.1658 -0.4028 -3.4616
C 0.1266 -0.1535 -2.0920
H -0.4634 -0.3975 -7.0083
H -0.9276 -1.8118 -6.0831
H 0.4630 -0.8430 -5.5704
H -0.6547 -0.5191 -1.4234
H 0.2244 0.9125 -1.8979
H 1.0207 -0.7184 -1.8399
C -1.8982 -6.0315 1.5643
O -1.0934 -5.9981 0.4054
C -1.3679 -6.9006 -0.5330
O -2.2046 -7.7557 -0.4893
O -0.5418 -6.6538 -1.5616
C -0.4656 -7.6521 -2.5636
H -2.7756 -5.3921 1.4941
H -1.2782 -5.7289 2.4084
H -2.2393 -7.0338 1.8313
H 0.5280 -8.1138 -2.5339
H -0.5943 -7.2191 -3.5519
H -1.1712 -8.4655 -2.4162
C -2.6665 0.7554 2.6475
O -2.4006 -0.6580 2.5099
C -1.3994 -0.9018 1.6688
O -0.8097 -0.0492 1.0543
O -1.1254 -2.2047 1.6859
C -0.0106 -2.5921 0.9004
H -2.9172 1.2042 1.6903
H -1.7718 1.1633 3.1076
H -3.5435 0.8482 3.2797
H -0.0301 -2.2878 -0.1457
H 0.0291 -3.6763 0.9433
H 0.9216 -2.1861 1.2981

Results
- SMILES string: COC(=O)OC.COC(=O)OC.COC(=O)OC.COC(=O)OC.COC(=O)OC.COC(=O)OC.COC(=O)OC
- Charge: 0
- Spin multiplicity: 1

#3
Formula: C21H42O21
Source: the OMol25 dataset
Level of theory: wB97M-V/def2-TZVPD

Positions of all 84 atoms, in Å:
C -11.4778 -7.7270 30.9015
O -11.4215 -7.7391 29.4834
C -12.4970 -7.7441 28.7107
O -13.6448 -7.9483 29.0199
O -12.0397 -7.6725 27.4659
C -12.9431 -7.4444 26.3929
H -10.4592 -7.7799 31.2724
H -12.1063 -8.4926 31.3535
H -11.8814 -6.7526 31.1873
H -12.4680 -7.0252 25.5116
H -13.8128 -6.8578 26.6816
H -13.3027 -8.4373 26.1033
C -11.2409 -4.3238 27.8345
O -10.1523 -4.7119 26.9926
C -9.6664 -3.7508 26.1985
O -10.2184 -2.7464 25.8707
O -8.4444 -4.1845 25.8285
C -7.8183 -3.3668 24.8640
H -12.1222 -4.2078 27.2035
H -11.0821 -3.4401 28.4487
H -11.3976 -5.1781 28.4861
H -7.7594 -2.2969 25.0682
H -8.2968 -3.4727 23.8904
H -6.7978 -3.7113 24.7005
C -6.3199 0.6339 25.3999
O -7.3858 0.9977 24.5185
C -8.3629 1.7508 25.0640
O -8.2791 2.3238 26.1097
O -9.3719 1.7419 24.2147
C -10.4469 2.6179 24.4663
H -5.5011 0.3259 24.7615
H -6.6227 -0.1353 26.1121
H -6.0463 1.5118 25.9905
H -11.3902 2.1666 24.1564
H -10.3673 3.5329 23.8779
H -10.5660 2.8639 25.5200
C -6.7924 -0.7458 21.7313
O -6.3335 -2.0820 21.7499
C -5.4052 -2.3741 22.6375
O -4.9879 -1.6222 23.4900
O -4.9738 -3.6066 22.4279
C -4.0194 -4.1413 23.3155
H -5.9958 -0.0088 21.8308
H -7.4876 -0.5532 22.5507
H -7.3191 -0.5296 20.8053
H -3.3398 -3.3822 23.7059
H -3.4101 -4.8742 22.7962
H -4.4916 -4.5961 24.1865
C -15.0813 -5.9271 31.2480
O -14.7051 -4.7579 31.9622
C -13.5714 -4.1479 31.6155
O -12.8281 -4.5295 30.7410
O -13.3637 -3.1837 32.4910
C -12.0719 -2.5528 32.4316
H -14.2800 -6.6629 31.1904
H -15.3579 -5.6661 30.2256
H -15.9216 -6.3501 31.7897
H -12.2100 -1.4758 32.3942
H -11.6439 -2.7989 31.4618
H -11.4083 -2.9111 33.2109
C -6.7160 -4.1725 35.0249
O -7.2450 -4.9123 33.9405
C -8.2763 -4.3597 33.2919
O -8.7833 -3.3176 33.6010
O -8.6211 -5.1665 32.3212
C -9.5356 -4.6013 31.3545
H -7.3975 -4.0803 35.8747
H -6.5570 -3.1495 34.6763
H -5.8077 -4.6452 35.3790
H -9.5527 -5.3324 30.5538
H -9.2113 -3.5878 31.1283
H -10.5236 -4.5462 31.7999
C -9.7025 -3.5826 21.5789
O -8.5897 -4.4612 21.5222
C -8.7008 -5.5738 22.2849
O -9.4269 -5.7435 23.2306
O -7.7697 -6.3962 21.8522
C -7.4120 -7.5594 22.5919
H -10.5601 -3.9721 21.0320
H -9.4174 -2.5950 21.2228
H -10.0208 -3.4010 22.6101
H -8.3145 -8.0350 22.9728
H -6.8268 -7.2107 23.4451
H -6.8134 -8.2328 21.9924

Results
- SMILES string: COC(=O)OC.COC(=O)OC.COC(=O)OC.COC(=O)OC.COC(=O)OC.COC(=O)OC.COC(=O)OC
- Charge: 0
- Spin multiplicity: 1

Best to worst by energy: #2, #3, #1.